1.
A 5-piece molecular cluster, C23H44O7 overall in a non-equilibrium geometry. Source: OMol25; level of theory: ωB97M-V/def2-TZVPD.

The value obtained for the gap between HOMO and LUMO is 9.35 eV. For the molar mass, the calculation gives 432.6 g mol⁻¹. The structure (SMILES) is Cc1ccccc1C[C@@H]1COC(=O)O1.CC(C)O.CC(C)O.CC(C)O.CC(C)O.

Geometry as XYZ:
```
74
Properties=species:S:1:pos:R:3:forces:R:3:mulliken_charge:R:1
C 0.683451 1.734296 0.489234 0.0 -0.2 0.2 -1.89
C 0.860792 0.276417 0.837230 0.0 -0.1 0.0 0.50
C 2.075196 -0.332050 0.516718 -0.1 0.0 0.1 -0.22
C 2.309462 -1.665109 0.786787 0.0 -0.1 -0.1 -0.46
C 1.332954 -2.428484 1.406802 -0.2 0.1 0.0 -0.98
C 0.122548 -1.838393 1.726807 0.1 -0.1 -0.1 -0.44
C -0.132932 -0.499338 1.437745 0.0 0.0 0.0 0.77
C -1.511260 0.030142 1.757218 0.0 -0.1 0.1 -0.93
C -2.609129 -0.780106 1.067692 0.3 0.5 -0.8 0.28
C -3.776615 0.052902 0.482589 0.1 -1.2 -0.6 -0.48
O -4.929364 -0.695645 0.924086 -0.3 1.1 0.6 -0.36
C -4.534198 -1.232089 2.112785 0.2 -0.3 0.1 0.51
O -5.157975 -1.260924 3.121895 -0.1 -0.4 -0.4 -0.50
O -3.267151 -1.702262 1.945300 0.0 0.4 0.5 -0.41
H 0.477619 1.840742 -0.575180 0.0 0.2 0.0 0.21
H 1.592207 2.276069 0.745367 0.1 0.1 -0.2 0.47
H -0.126574 2.195686 1.045765 0.0 0.1 -0.1 0.51
H 2.849621 0.258887 0.050124 0.0 0.0 -0.1 0.53
H 3.254430 -2.111176 0.514848 0.1 0.0 0.0 0.26
H 1.490180 -3.474141 1.630091 0.1 0.0 0.0 0.42
H -0.652934 -2.437922 2.188048 0.0 0.0 0.1 0.44
H -1.611648 1.065208 1.441470 0.0 0.0 0.0 0.20
H -1.670665 -0.005414 2.836322 -0.1 0.1 0.0 0.31
H -2.134825 -1.305935 0.240111 -0.2 -0.5 0.2 0.50
H -3.781128 -0.033317 -0.599683 0.1 0.4 -0.1 0.26
H -3.810354 1.093621 0.796480 -0.1 0.0 0.2 0.43
C -8.888982 1.127892 0.532746 0.0 0.1 0.1 -1.22
C -7.988625 1.598329 -0.598954 0.0 -0.3 0.1 0.38
C -7.877991 0.549974 -1.695926 0.1 0.1 -0.1 -1.19
O -6.694471 1.930082 -0.098107 0.1 0.0 -0.1 -0.53
H -8.477560 0.224813 0.991427 0.0 0.0 0.0 0.30
H -8.957802 1.891264 1.307529 0.0 0.0 0.0 0.31
H -9.894255 0.904109 0.172931 0.0 0.0 0.0 0.38
H -8.383524 2.524932 -1.018544 0.1 0.0 0.0 0.32
H -7.440066 -0.368493 -1.295137 -0.1 0.0 0.0 0.27
H -7.231611 0.904927 -2.499500 0.0 0.0 0.0 0.28
H -8.855296 0.309593 -2.116530 0.0 0.0 0.0 0.40
H -6.324771 1.123768 0.284347 0.0 0.0 0.1 0.30
C 5.932162 -0.924611 -0.996192 -0.1 -0.1 0.0 -0.90
C 5.531099 0.042938 -2.099382 0.2 0.1 0.2 0.32
C 6.698755 0.921979 -2.520163 -0.1 0.1 -0.1 -1.35
O 4.428903 0.847258 -1.679306 0.0 0.0 -0.1 -0.52
H 6.253059 -0.374774 -0.106667 0.0 0.0 0.0 0.23
H 5.085818 -1.547867 -0.709559 0.0 0.0 0.0 0.04
H 6.750394 -1.571823 -1.315350 0.0 0.0 0.0 0.49
H 5.166890 -0.517073 -2.961731 -0.1 0.0 0.0 0.29
H 7.043533 1.522438 -1.673652 0.0 0.0 0.0 0.35
H 6.395737 1.607341 -3.311686 0.0 0.0 0.0 0.32
H 7.536831 0.323349 -2.879246 0.0 0.0 0.0 0.39
H 4.717950 1.359985 -0.916079 0.0 0.0 0.0 0.35
C -1.750528 2.485981 -4.774208 0.0 0.1 0.1 -1.41
C -1.205997 1.630777 -3.641203 -0.2 -0.1 -0.2 0.52
C -1.337451 0.146186 -3.943491 0.0 0.0 0.1 -1.24
O -1.867983 1.947557 -2.415894 0.1 0.0 0.2 -0.48
H -2.814886 2.283516 -4.923206 0.0 -0.1 0.0 0.34
H -1.644127 3.544763 -4.538821 0.0 0.0 0.0 0.33
H -1.228606 2.282422 -5.709913 0.0 0.0 0.0 0.40
H -0.155971 1.874647 -3.472624 0.0 0.0 0.1 0.27
H -2.390702 -0.121921 -4.069266 0.0 0.0 -0.1 0.32
H -0.937359 -0.447530 -3.120790 0.0 0.0 0.0 0.26
H -0.804763 -0.122293 -4.856366 0.0 0.0 0.0 0.40
H -2.804129 1.747767 -2.526036 0.0 0.1 0.0 0.29
C 4.970378 -2.632301 4.575018 -0.1 -0.1 -0.1 -1.40
C 5.441409 -1.871666 3.345082 0.0 0.1 0.3 0.54
C 6.725402 -1.103214 3.619760 0.0 0.0 -0.1 -1.32
O 4.418906 -0.992064 2.883657 0.1 0.0 -0.1 -0.37
H 4.756108 -1.935881 5.390395 0.1 0.0 0.0 0.36
H 4.052828 -3.178508 4.356309 0.0 0.0 0.0 0.32
H 5.725594 -3.340483 4.918701 0.0 0.0 0.0 0.39
H 5.607469 -2.573579 2.525357 0.0 0.0 0.0 0.22
H 6.561442 -0.363998 4.408707 0.0 0.0 0.0 0.36
H 7.049458 -0.568594 2.726313 0.0 0.0 0.0 0.28
H 7.528576 -1.769782 3.936640 0.0 0.0 0.0 0.39
H 4.237042 -0.353796 3.581957 0.0 0.0 0.0 0.27
```
Forces are in eV/Å.

2.
One molecule with the formula C15H16N4OS in a non-equilibrium geometry. Source: OMol25; level of theory: ωB97M-V/def2-TZVPD.

The value obtained for the gap between HOMO and LUMO is 8.80 eV. For the molar mass, the calculation gives 300.4 g mol⁻¹. The structure (SMILES) is COc1cccc(CSc2nc3nc(C)cc(C)n3n2)c1.

Geometry as XYZ:
```
37
Properties=species:S:1:pos:R:3:forces:R:3:mulliken_charge:R:1
C 4.592477 -3.508767 2.580340 0.0 -0.1 0.1 -0.81
H 4.142838 -4.413895 2.159253 0.0 0.0 0.0 0.33
O 4.846374 -2.546780 1.586532 0.0 0.2 -0.2 -0.42
C 3.797630 -2.052568 0.871120 0.0 0.1 -0.1 0.69
C 2.470876 -2.418280 1.053102 0.2 -0.1 0.1 -0.41
C 1.467746 -1.851162 0.271657 0.2 0.1 -0.1 0.44
C 1.800391 -0.921485 -0.698410 -0.1 0.0 0.0 -0.53
C 3.125282 -0.558417 -0.884398 0.1 0.0 0.1 -0.75
C 4.120126 -1.112276 -0.109011 0.1 -0.1 0.2 -0.60
H 5.155351 -0.841405 -0.240995 0.1 0.0 0.0 0.43
H 3.379870 0.164377 -1.644967 0.0 0.1 -0.1 0.39
H 1.034425 -0.484722 -1.319236 -0.1 0.0 0.0 0.34
C 0.049176 -2.253984 0.553373 -0.4 0.1 -0.4 -0.68
H -0.373768 -1.628086 1.340525 0.0 -0.2 0.1 0.29
H -0.001240 -3.300480 0.854200 0.0 0.0 0.0 0.52
S -1.093281 -2.108146 -0.868013 0.2 -0.5 0.2 -0.18
C -1.558608 -0.456224 -0.694333 0.0 0.8 0.5 0.21
N -1.164841 0.302200 0.327716 0.6 -0.7 0.5 -1.10
N -1.740356 1.475616 0.070195 -0.8 0.1 -1.1 0.65
C -1.664711 2.618332 0.772322 0.0 0.5 0.2 1.42
C -2.364167 3.683194 0.259479 0.2 -0.3 0.1 -1.17
C -3.100959 3.535988 -0.934905 0.0 -0.1 0.0 0.97
N -3.150461 2.405374 -1.602554 -0.5 0.4 -0.5 -0.60
C -2.479080 1.377354 -1.119780 0.6 -0.2 0.8 0.40
N -2.352524 0.151793 -1.588081 -0.2 -0.3 -0.5 -0.67
C -3.864594 4.689437 -1.495955 0.0 0.0 0.0 -1.13
H -4.593488 5.046891 -0.770824 -0.1 0.1 0.0 0.31
H -3.187846 5.510380 -1.726919 0.0 0.1 0.0 0.30
H -4.375571 4.377010 -2.400971 0.0 0.0 0.0 0.35
H -2.348392 4.631976 0.770332 0.0 0.1 0.1 0.40
C -0.846486 2.618205 2.014265 0.0 -0.1 -0.1 -1.37
H 0.147033 2.228597 1.795604 0.0 0.0 0.0 0.33
H -0.770637 3.618977 2.428145 0.0 0.0 0.0 0.38
H -1.298000 1.954056 2.750902 0.0 0.0 0.0 0.30
H 2.194550 -3.143932 1.802784 0.0 -0.1 0.1 0.42
H 3.943228 -3.112698 3.368298 0.0 0.0 0.0 0.33
H 5.563809 -3.755364 3.006259 -0.1 0.0 0.0 0.23
```
Forces are in eV/Å.

3.
C9H19N3O7PS2SeSn as an isolated structure. Source: OMol25; level of theory: ωB97M-V/def2-TZVPD.

Its expectation value of S² is 0.76. Its spin multiplicity is 2. The value obtained for the gap between HOMO and LUMO (alpha / beta) is 5.55 / 6.66 eV. As for the net charge: -2. For the molar mass, the calculation gives 574.0 g mol⁻¹.

Geometry as XYZ:
```
43
Properties=species:S:1:pos:R:3:forces:R:3:mulliken_charge:R:1
Sn 0.672106 -0.138876 -2.104882 0.1 0.0 -0.1 0.44
C -3.656026 -2.843436 1.821149 -0.1 0.0 0.0 -1.15
C -2.909726 -1.744530 1.094575 0.0 0.1 -0.1 -0.31
O -1.621579 -1.540922 1.682811 0.0 -0.1 0.1 -0.37
P -0.292241 -2.270801 1.160815 0.1 0.1 -0.2 0.73
S 1.074574 -0.907526 0.666464 0.0 0.0 0.2 -0.46
S -0.661380 -3.703159 -0.129722 0.0 -0.1 0.1 -0.50
O 0.159891 -2.883126 2.607044 0.0 0.0 -0.1 -0.33
C 1.407045 -3.574125 2.663706 -0.1 0.1 0.0 -0.34
C 1.219842 -4.830319 3.486036 0.0 0.0 0.0 -1.22
H -4.658965 -2.954727 1.397929 0.0 0.0 0.0 0.39
H -3.752111 -2.608531 2.883768 0.0 0.0 0.0 0.29
H -3.127431 -3.790628 1.711984 0.0 0.0 0.0 0.25
H -3.419141 -0.785681 1.173512 0.0 0.0 0.0 0.32
H -2.801435 -1.964831 0.032988 0.0 0.0 0.0 0.38
H 2.145725 -2.903117 3.109814 0.0 0.0 0.0 0.29
H 1.741907 -3.823389 1.654492 0.0 0.0 0.0 0.39
H 0.832536 -4.586979 4.477496 0.0 0.0 0.0 0.29
H 2.173044 -5.353954 3.603666 0.0 0.0 0.0 0.38
H 0.512288 -5.495545 2.989799 0.0 0.0 0.0 0.26
O 3.481461 -0.278241 -4.589225 0.0 0.1 -0.1 -0.68
Se 2.999792 1.190284 -4.129271 0.1 -0.1 0.1 1.26
O 3.509349 1.374102 -2.454863 -0.1 0.0 -0.1 -0.41
O 1.363113 1.284290 -4.003224 0.0 0.0 -0.1 -0.62
O 3.677845 2.446094 -4.875173 -0.1 -0.1 0.0 -0.72
C 2.776880 0.502253 -1.546676 -0.1 -0.1 0.1 -1.11
H 3.363931 -0.404323 -1.380081 0.1 0.0 0.0 0.46
H 2.721705 1.041800 -0.599077 0.0 0.1 0.0 0.49
C -0.583781 5.090743 -0.208304 -0.1 0.0 0.0 -1.09
N -0.847140 3.862051 -0.919617 0.2 0.0 0.3 0.18
C -1.897938 3.025965 -0.389181 -0.1 0.2 0.1 -0.26
C -1.495064 1.637539 -0.844325 0.2 -0.1 0.0 0.25
O -2.227818 0.655552 -0.785148 -0.1 -0.1 -0.1 -0.70
N -0.216019 1.696580 -1.269432 0.1 0.1 0.1 0.12
C 0.286810 3.001453 -1.099459 -0.7 -0.1 -0.6 -0.53
N 1.254667 3.536883 -1.965551 0.4 0.2 0.0 -0.54
H -1.401577 5.800666 -0.361306 0.0 0.0 0.0 0.30
H 0.337557 5.524270 -0.592628 0.0 0.0 0.0 0.36
H -0.468859 4.918277 0.874765 0.0 0.0 0.0 0.38
H -2.894388 3.281862 -0.753938 0.0 0.1 0.0 0.31
H -1.916244 3.040375 0.715278 0.0 0.0 0.0 0.24
H 2.148667 3.074025 -1.862756 0.0 0.0 0.0 0.37
H 0.988112 3.401720 -2.944266 0.0 0.0 0.1 0.23
```
Forces are in eV/Å.

4.
One molecule with the formula C17H19ClO8 in a non-equilibrium geometry. Source: OMol25; level of theory: ωB97M-V/def2-TZVPD.

The value obtained for the gap between HOMO and LUMO is 8.60 eV. For the molar mass, the calculation gives 386.8 g mol⁻¹. The structure (SMILES) is CCc1cc(=O)oc2cc(O[C@@H]3O[C@H](CO)[C@@H](O)[C@H](O)[C@H]3O)c(Cl)cc12.

Geometry as XYZ:
```
45
Properties=species:S:1:pos:R:3:forces:R:3:mulliken_charge:R:1
C 0.566746 5.046976 -1.742964 0.1 0.0 0.0 -1.05
H 0.324658 4.541532 -0.811552 -0.1 0.0 0.1 0.34
H 0.977472 6.026678 -1.512491 0.0 0.1 0.1 0.33
H -0.353003 5.181389 -2.307119 -0.1 0.0 0.0 0.34
C 1.572825 4.234767 -2.563239 -0.2 0.0 0.0 -0.96
C 1.021299 2.876262 -2.873000 -0.1 0.0 -0.6 0.86
C 0.461131 2.612600 -4.074889 0.2 0.2 0.4 -0.41
C -0.131382 1.334415 -4.410242 -0.2 0.0 -0.6 0.03
O -0.644028 1.053676 -5.463583 0.2 0.0 0.4 -0.63
O -0.100673 0.370726 -3.430444 -0.1 -0.2 -0.2 -0.50
C 0.453827 0.596761 -2.224221 0.5 0.4 0.8 -0.61
C 0.421293 -0.465501 -1.320305 -0.1 -0.1 -0.1 -0.26
C 0.965076 -0.317662 -0.060593 0.1 0.3 0.0 0.40
C 1.548045 0.914346 0.289338 -0.1 -0.1 -0.1 -0.44
C 1.582803 1.960285 -0.597710 -0.1 -0.3 -0.1 -0.35
C 1.033359 1.828647 -1.879948 -0.2 -0.5 0.0 1.19
H 2.038486 2.886779 -0.291165 0.1 0.1 0.1 0.47
Cl 2.218550 1.087003 1.865576 0.1 0.1 0.3 -0.27
O 0.994133 -1.276665 0.901291 0.0 0.2 -0.2 -0.41
C 0.384030 -2.533330 0.678533 0.3 -0.8 -0.2 -0.04
O -0.958657 -2.469385 0.329585 0.2 0.0 0.0 -0.39
C -1.911118 -2.055321 1.303625 -0.4 0.4 0.3 0.21
C -2.139007 -0.527696 1.319118 -0.2 -0.5 -0.2 -1.09
O -1.131494 0.252652 1.893346 0.3 0.3 0.3 -0.46
H -0.977877 -0.025391 2.809181 -0.1 0.0 -0.1 0.41
H -2.219353 -0.191594 0.282096 -0.1 -0.1 0.1 0.36
H -3.101329 -0.349200 1.821676 0.0 -0.1 -0.1 0.46
C -1.680224 -2.664584 2.697803 0.2 0.5 0.0 -0.29
O -2.250438 -3.958354 2.656147 -0.2 -0.4 0.0 -0.59
H -2.178074 -4.372802 3.524328 0.0 0.0 -0.1 0.42
C -0.190471 -2.747386 3.116352 -0.3 -0.6 -0.1 -0.01
O 0.300085 -1.512257 3.560769 0.2 0.5 0.0 -0.69
H 0.755363 -1.066390 2.827508 0.0 -0.1 0.1 0.34
C 0.628585 -3.354509 1.963848 0.1 0.7 0.0 -0.33
O 0.320443 -4.699718 1.755978 -0.2 -0.3 -0.2 -0.64
H -0.632953 -4.772398 1.585240 0.2 0.0 0.1 0.49
H 1.695326 -3.306950 2.207614 -0.1 0.1 0.0 0.48
H -0.128592 -3.432631 3.975653 0.0 0.0 -0.2 0.40
H -2.209047 -2.043887 3.438950 0.1 0.0 -0.1 0.33
H -2.843509 -2.497397 0.929492 0.1 0.1 0.2 0.42
H 0.862374 -3.041249 -0.173249 0.0 0.2 0.2 0.39
H -0.054698 -1.382023 -1.626490 0.0 -0.1 0.0 0.54
H 0.422879 3.354769 -4.856870 0.0 0.0 -0.1 0.44
H 1.775729 4.759333 -3.497892 0.1 -0.1 0.0 0.42
H 2.511410 4.144685 -2.015083 0.1 0.0 -0.1 0.35
```
Forces are in eV/Å.

5.
One molecule with the formula C9H10N2 in a non-equilibrium geometry. Source: OMol25; level of theory: ωB97M-V/def2-TZVPD.

The value obtained for the gap between HOMO and LUMO is 8.78 eV. For the molar mass, the calculation gives 146.2 g mol⁻¹.

Geometry as XYZ:
```
21
Properties=species:S:1:pos:R:3:forces:R:3:mulliken_charge:R:1
C 0.780688 -1.068139 -2.230524 -0.2 1.7 2.2 -0.65
C 1.726375 -0.065305 -2.444680 0.4 -0.5 -1.9 -0.28
C 0.201237 -1.179056 -0.967003 1.9 -0.1 0.4 -0.42
C 2.167718 0.733093 -1.421814 -1.2 -0.4 0.1 -0.54
C 0.709170 -0.393257 0.107911 -1.6 0.0 0.0 0.50
C 1.622424 0.615898 -0.146408 0.6 -0.7 -0.3 -0.34
C 0.019469 -0.538693 1.484315 1.9 -0.5 -0.8 -0.65
C -1.201565 0.340136 1.572447 0.3 -1.9 -3.0 0.68
C -2.437566 0.454523 0.704287 -1.0 -1.3 0.5 -1.34
N -1.266147 1.627308 3.575802 -0.1 -1.2 -1.2 -0.98
N -1.256424 0.966608 2.625673 -0.1 3.9 5.0 0.64
H 0.296242 -1.692504 -2.891599 -0.2 -1.1 -2.2 0.42
H 2.200557 0.143101 -3.439835 -0.7 -0.6 0.9 0.27
H -0.434534 -2.062311 -0.850796 -0.2 0.6 0.5 0.32
H 2.825980 1.482069 -1.752181 1.0 1.0 0.4 0.40
H -0.194427 -1.626761 1.471323 -0.2 0.5 0.8 0.30
H 0.774185 -0.265592 2.331582 -1.5 -0.6 -1.4 0.30
H -2.481628 -0.018222 -0.280965 0.9 0.3 0.1 0.32
H -2.860986 1.447376 0.653992 0.4 0.5 -0.2 0.36
H -3.219093 -0.103047 1.240615 -0.1 0.0 0.0 0.33
H 2.028324 1.202775 0.657858 -0.2 0.3 0.3 0.37
```
Forces are in eV/Å.